No. 1
Computed, not measured: C36H53N2O7SSi2Ti as an isolated structure at a distorted geometry, with ωB97M-V/def2-TZVPD.

```
102
Properties=species:S:1:pos:R:3:forces:R:3
Ti 0.590153 0.613617 -0.195467 -0.53 -2.12 0.67
C 0.033432 -4.574251 1.648907 -0.19 -0.05 0.50
N 0.527497 -3.601988 0.696002 0.12 0.66 -0.28
C 1.215713 -4.080064 -0.490080 0.18 0.07 -0.44
C 0.391799 -2.281390 0.856829 -0.41 -0.72 0.68
O 0.764466 -1.477356 -0.008921 0.34 0.51 -0.35
C -0.284084 -1.794668 2.138859 -0.08 0.00 -0.03
O -0.014738 -0.443966 2.395543 0.08 -0.19 -0.07
C 0.998445 -0.169968 3.344657 0.02 0.22 0.03
C 2.219276 0.421317 2.637349 -0.13 -0.29 0.62
O 2.239510 0.468160 1.402343 -0.06 0.29 -0.94
N 3.232796 0.855682 3.385760 -0.20 -0.11 -0.41
C 3.243669 0.821798 4.830443 -0.25 -0.06 0.36
C 4.329763 1.571635 2.764434 0.14 0.06 -0.33
H 0.203807 -5.575051 1.260285 -0.02 0.09 -0.03
H 0.552809 -4.500885 2.608247 -0.05 -0.03 -0.05
H -1.039956 -4.446892 1.806312 0.05 -0.07 0.05
H 0.938817 -5.110913 -0.691060 -0.05 0.02 0.04
H 0.936526 -3.455777 -1.339394 0.12 -0.11 0.02
H 2.298406 -4.023951 -0.358075 -0.06 0.02 -0.05
H -1.369872 -1.868064 1.987657 0.23 -0.14 -0.01
H -0.005085 -2.424262 2.993273 -0.07 0.07 -0.16
H 0.599019 0.589466 4.027207 0.15 -0.22 -0.07
H 1.278797 -1.069963 3.909218 -0.04 0.12 -0.08
H 2.901355 -0.136447 5.216668 -0.01 -0.03 -0.01
H 4.266824 0.970149 5.166132 -0.01 -0.04 0.02
H 2.621503 1.613571 5.251404 -0.01 0.05 0.01
H 4.113614 1.683567 1.703023 0.13 0.06 0.10
H 4.427658 2.550774 3.234107 0.02 0.00 -0.03
H 5.262428 1.020684 2.891438 0.01 0.00 -0.01
C 2.335679 4.557370 1.853248 -0.26 -0.33 -0.16
C 1.295545 3.871607 0.963848 -0.17 0.07 0.31
C 0.221786 4.868795 0.522719 0.01 -0.33 -0.05
O 1.900793 3.219247 -0.153759 0.12 0.19 -0.15
C 0.547532 2.719356 1.681825 1.29 1.97 1.56
O 0.533678 2.617779 2.895358 -0.22 -0.04 -0.59
O -0.047597 1.934775 0.863302 -1.27 -0.39 -0.10
H 2.528690 5.568783 1.501570 0.02 0.05 -0.04
H 3.269776 4.003121 1.836775 0.03 -0.07 0.02
H 1.958666 4.595852 2.872514 0.03 0.09 0.05
H 0.651244 5.601762 -0.158389 0.03 0.07 -0.07
H -0.185118 5.397740 1.379780 0.00 0.04 0.14
H -0.583313 4.336964 0.019914 -0.05 0.12 -0.08
H 1.997459 3.855971 -0.876322 -0.02 -0.23 0.10
C -0.212711 3.700620 -2.677232 0.09 -0.62 0.69
Si -0.227021 1.763624 -2.387461 0.20 0.95 -2.40
C -1.998427 1.478127 -3.172083 0.66 -0.25 0.68
C 1.035029 1.284594 -3.776099 -0.31 -0.11 0.69
C 0.769334 1.597561 -5.107071 -0.14 0.05 -0.09
C 1.696739 1.369746 -6.106852 -0.09 0.03 -0.05
C 2.921543 0.811185 -5.785077 0.12 -0.03 0.04
C 3.198431 0.491722 -4.467759 0.18 -0.06 -0.03
C 2.275173 0.719992 -3.450562 -0.19 -0.10 0.80
Si 2.725034 0.289416 -1.616512 1.52 0.08 -1.67
C 4.336752 1.322205 -1.277625 -0.84 -0.21 0.24
C 3.456416 -1.526355 -1.738358 -0.73 0.65 0.42
H -0.282184 3.890262 -3.745407 -0.04 -0.27 -0.19
H 0.703622 4.180506 -2.349788 0.12 0.14 0.06
H -1.053722 4.207100 -2.210184 -0.09 0.07 0.15
H -2.188518 2.182537 -3.977215 0.22 0.21 -0.04
H -2.780728 1.622692 -2.431557 -0.15 0.11 0.02
H -2.105789 0.486977 -3.593917 0.01 -0.23 -0.11
H -0.181172 2.037770 -5.372361 -0.16 0.08 -0.07
H 1.470058 1.632740 -7.130329 -0.03 0.00 -0.07
H 3.658404 0.635004 -6.555297 0.06 -0.03 -0.05
H 4.160375 0.061678 -4.227166 0.17 -0.08 0.01
H 4.981470 1.320679 -2.153723 -0.06 -0.16 -0.21
H 4.913139 0.913724 -0.450500 0.03 -0.11 0.15
H 4.108921 2.357995 -1.044437 -0.04 0.14 0.05
H 4.389289 -1.541107 -2.295101 0.13 0.26 -0.11
H 2.773904 -2.209374 -2.238058 -0.16 -0.01 -0.06
H 3.664344 -1.926626 -0.748356 0.05 -0.05 0.19
O -1.591307 -0.503902 -0.356050 1.54 0.08 0.38
S -3.028216 -0.274267 -0.676421 -1.65 -1.02 -0.30
C -3.441596 -1.440824 -2.081097 0.22 0.56 0.29
C -3.471657 -2.894875 -1.774702 0.08 -0.14 0.09
C -4.656110 -3.622601 -1.800026 0.10 0.12 -0.02
C -4.647947 -4.984147 -1.556401 -0.01 -0.11 0.05
C -3.456150 -5.631645 -1.280150 0.02 -0.07 0.05
C -2.269886 -4.916406 -1.274638 0.07 -0.03 0.10
C -2.273712 -3.554877 -1.517569 0.02 0.05 0.00
C -4.012497 -1.180157 0.613621 0.44 0.52 -0.37
C -4.016362 -0.362420 1.863644 -0.04 0.15 0.14
C -4.467894 0.952920 1.813681 -0.02 -0.04 0.12
C -4.471197 1.735255 2.952862 0.00 0.06 -0.01
C -4.018165 1.216307 4.154763 0.07 0.06 0.03
C -3.579921 -0.093108 4.213809 0.05 -0.05 0.12
C -3.585458 -0.881261 3.076442 -0.02 -0.08 -0.16
H -2.662521 -1.238873 -2.815737 -0.10 0.18 0.04
H -4.393925 -1.069231 -2.455421 -0.06 0.03 -0.09
H -5.584485 -3.129531 -2.042777 -0.15 0.11 0.00
H -5.567657 -5.545330 -1.596160 -0.13 -0.04 0.02
H -3.440424 -6.692299 -1.076326 -0.05 -0.08 -0.06
H -1.340956 -5.438314 -1.101053 0.12 -0.02 0.03
H -1.355219 -2.982188 -1.532638 0.08 -0.03 -0.01
H -3.589373 -2.174317 0.752041 0.03 -0.01 -0.11
H -5.015704 -1.264216 0.194534 -0.03 -0.08 -0.13
H -4.827580 1.359282 0.879451 -0.03 0.09 -0.09
H -4.826919 2.751975 2.907801 -0.04 0.13 -0.03
H -4.001015 1.835153 5.038558 -0.03 0.04 0.09
H -3.234562 -0.507277 5.148884 0.01 -0.04 0.11
H -3.278455 -1.917505 3.137681 0.04 -0.07 0.00
```
Positions in Å, forces in eV/Å.

Results
Multiplicity = 1
HOMO energy = -0.3838 Eh
Charge = +1

No. 2
Computed, not measured: a 10-piece molecular cluster, C36H53NO26S3 overall at a distorted geometry, with ωB97M-V/def2-TZVPD.

```
119
Properties=species:S:1:pos:R:3:forces:R:3
O -0.456136 -2.891631 0.684338 0.07 -0.31 -0.32
N -0.708291 -1.712111 0.817982 -0.13 -0.38 0.45
O -1.790111 -1.299382 1.199031 -0.21 0.22 -0.07
C 0.357918 -0.758648 0.596846 0.75 0.48 -0.07
C 0.243425 0.498161 1.184832 -0.60 -0.76 0.38
C 1.246873 1.409427 1.022439 0.95 0.14 0.04
C 2.364766 1.090141 0.247802 -0.50 0.19 0.31
C 2.520219 -0.217195 -0.219103 0.32 0.80 -0.82
C 1.519974 -1.144433 -0.082136 -0.83 -0.37 0.78
H -0.591845 0.743289 1.826573 -0.17 -0.08 -0.18
H 1.195007 2.343602 1.565602 -0.09 0.17 -0.30
H 3.023858 1.924080 0.036556 0.51 -0.40 -0.01
H 3.371171 -0.512369 -0.819061 0.19 0.13 0.21
H 1.675259 -2.161927 -0.415294 -0.22 0.01 -0.09
O -0.206061 1.305959 7.094191 -0.31 0.00 -0.24
S -0.079408 0.861054 5.755881 0.76 -1.11 -0.94
O 0.613053 1.674032 4.786696 -0.90 -0.96 0.77
O 0.547536 -0.658484 5.810557 0.24 1.66 0.52
C 0.012631 -1.454160 4.780324 -0.18 0.19 -0.55
C -1.440594 -0.998077 4.687127 -0.62 -0.42 -0.68
O -1.505313 0.369491 5.134269 1.04 0.25 0.59
H 0.517219 -1.272692 3.825342 0.17 0.05 0.15
H 0.157216 -2.490842 5.073735 -0.23 0.01 -0.03
H -2.120926 -1.615204 5.272527 0.07 0.21 0.31
H -1.790943 -1.002949 3.654520 0.03 -0.03 0.00
O 4.004633 4.137653 -0.197850 -0.59 1.10 -0.11
S 3.808842 5.546354 -0.409068 -0.86 0.62 -0.69
O 4.601175 6.474540 0.344839 -0.66 -0.57 -0.57
O 3.914467 5.839419 -1.989934 0.66 -0.42 0.97
C 2.878295 6.682998 -2.491356 0.11 0.24 -0.53
C 1.919372 6.950370 -1.335447 -0.57 -0.33 -0.20
O 2.211310 5.974823 -0.339822 1.75 -1.00 0.71
H 3.316598 7.596154 -2.892183 0.11 0.03 0.19
H 2.418416 6.142872 -3.316123 -0.16 -0.09 0.19
H 0.905538 6.719179 -1.658030 -0.04 0.21 0.07
H 1.977444 7.950841 -0.911086 0.18 0.01 -0.02
O -3.811460 3.732156 1.272066 0.17 -0.72 0.66
S -2.762071 3.200459 2.089828 -0.30 0.33 0.91
O -1.446130 3.241999 1.526384 -0.52 -0.48 0.75
O -2.847086 3.913047 3.564223 -0.23 -0.62 -1.99
C -3.193608 2.928538 4.537657 -0.64 -0.34 1.75
C -3.912732 1.757095 3.806435 0.24 1.55 0.68
O -3.064433 1.699849 2.677605 0.50 0.39 -2.49
H -2.252289 2.720680 5.041610 -0.17 -0.74 -0.05
H -3.847766 3.375653 5.286303 -0.07 0.27 -0.23
H -4.950323 2.008000 3.563372 0.18 0.26 -0.38
H -3.986558 0.772933 4.261782 0.71 0.15 0.29
O 3.595083 1.623406 -6.532999 -0.48 0.14 -0.28
C 3.802325 1.640869 -5.361439 1.00 -0.35 0.39
C 4.113373 0.421750 -4.467366 -0.44 0.93 0.56
C 4.176118 1.023483 -3.068688 0.19 -0.04 0.03
C 4.384018 2.521671 -3.309737 -0.18 -0.11 0.49
O 3.998324 2.795923 -4.662736 -0.27 -0.60 -0.13
H 3.332374 -0.332412 -4.484381 0.17 -0.16 -0.61
H 5.085414 0.042997 -4.775904 -0.14 -0.25 -0.19
H 3.242839 0.872509 -2.529743 -0.09 0.00 -0.15
H 4.965585 0.576565 -2.464290 0.05 0.14 0.02
H 3.733559 3.079461 -2.640054 0.15 0.32 -0.13
H 5.420777 2.822690 -3.165640 0.00 0.11 -0.10
O -5.941164 -6.434527 -2.387295 0.28 0.39 -0.67
C -4.952083 -6.190897 -1.764768 -0.41 -0.07 1.09
C -4.068402 -4.955653 -1.702783 -0.22 0.68 -0.46
C -3.026263 -5.279996 -0.646448 0.37 -0.44 0.05
C -3.663428 -6.397263 0.136781 -0.54 -1.09 -0.29
O -4.519066 -7.050226 -0.821373 0.03 -0.62 0.30
H -3.606440 -4.837744 -2.683823 -0.11 0.21 0.00
H -4.674837 -4.068226 -1.515200 -0.09 -0.09 0.02
H -2.211821 -5.695171 -1.239255 0.35 -0.04 0.56
H -2.648601 -4.547044 0.065031 -0.08 0.52 -0.55
H -2.982419 -7.164747 0.501699 0.14 0.18 0.01
H -4.317891 -6.108489 0.963310 0.21 0.39 0.01
O 0.891995 4.176849 -2.557260 -0.36 -0.21 0.38
C -0.172183 3.700921 -2.243164 0.97 -0.11 -0.55
C -0.458566 2.244396 -1.852357 -1.42 0.34 0.00
C -1.966375 2.179721 -2.083949 -0.50 -0.64 0.11
C -2.438196 3.606782 -1.971771 0.07 0.34 -0.22
O -1.299347 4.437629 -2.270787 0.28 -0.42 -0.30
H 0.009326 1.502537 -2.492176 0.66 0.25 0.22
H -0.281759 2.085896 -0.791484 0.51 0.10 -0.14
H -2.176826 1.770085 -3.074706 0.04 0.24 -0.08
H -2.579340 1.580173 -1.404961 0.49 -0.20 0.22
H -3.199015 3.728700 -2.741886 -0.15 0.75 0.35
H -2.722054 3.921995 -0.970854 -0.57 -0.31 -0.09
O -6.914316 0.956227 2.354454 -0.26 0.15 -0.26
C -6.768459 0.289891 1.365096 1.73 -0.09 1.03
C -5.407601 0.005841 0.682456 -0.75 0.71 0.05
C -5.803956 -0.799202 -0.537184 0.53 -0.45 -0.64
C -7.242467 -1.252372 -0.256137 0.06 0.22 -0.12
O -7.734628 -0.424599 0.810859 -0.37 -0.31 -0.12
H -4.921454 0.953021 0.449984 -0.13 0.07 -0.06
H -4.734252 -0.474398 1.391687 -0.20 -0.31 0.00
H -5.688044 -0.238335 -1.465042 -0.29 0.21 0.12
H -5.171565 -1.677453 -0.676953 0.00 0.00 0.09
H -7.976969 -1.107003 -1.045559 0.34 -0.27 -0.28
H -7.194631 -2.298552 0.048812 -0.52 0.08 0.23
O 3.532274 -4.132837 -2.164133 0.31 -0.22 0.00
C 2.405679 -4.324066 -2.509600 0.30 0.81 0.74
C 1.670582 -3.597145 -3.566373 -0.81 -0.49 -2.45
C 0.292805 -4.259750 -3.629623 -1.08 0.18 -0.27
C 0.243818 -5.111891 -2.359733 -1.01 1.16 0.65
O 1.576528 -5.144764 -1.850532 -0.11 -1.29 0.06
H 1.718030 -2.513039 -3.499638 -0.15 -0.03 0.50
H 2.091249 -3.824187 -4.550495 0.65 0.18 0.27
H -0.548752 -3.573162 -3.759706 0.13 0.29 0.78
H 0.102318 -4.862552 -4.521137 0.84 -0.30 0.04
H -0.348254 -4.639547 -1.568808 0.10 0.29 -0.11
H -0.263518 -6.070271 -2.472679 0.90 -0.43 -0.24
O 5.533966 -3.783283 1.540449 -0.17 -0.20 -0.22
C 5.817327 -2.698912 1.935780 0.60 0.03 0.69
C 4.940879 -1.587661 2.420958 -0.76 0.41 -0.78
C 5.833048 -0.629551 3.206863 -0.74 -0.47 -0.30
C 7.197624 -0.975096 2.587212 -0.29 1.12 0.05
O 7.108753 -2.272825 2.026432 0.26 -0.48 0.09
H 4.617897 -1.117702 1.482249 -0.09 0.12 0.10
H 4.026967 -1.950152 2.885075 0.16 -0.05 0.22
H 5.549780 0.399523 2.995831 0.15 0.06 0.12
H 5.665327 -0.804169 4.269080 0.64 -0.07 0.08
H 7.350233 -0.261642 1.771115 0.23 -0.10 -0.02
H 8.040616 -0.887741 3.268619 0.00 -0.34 0.01
```
Positions in Å, forces in eV/Å.

Results
Multiplicity = 1
HOMO energy = -0.3758 Eh
Charge = 0

> Which of these has the lowest charge?

C36H53NO26S3